{
  "formula": "C27H47BBrF8N3O16PS3",
  "method": "ωB97M-V with the def2-TZVPD basis set",
  "species": ["C", "C", "C", "O", "N", "C", "N", "C", "C", "F", "C", "C", "C", "B", "O", "C", "C", "S", "O", "O", "C", "F", "F", "C", "F", "F", "C", "F", "F", "F", "C", "C", "C", "P", "O", "O", "C", "C", "O", "C", "C", "N", "C", "C", "O", "Br", "H", "H", "H", "H", "H", "H", "H", "H", "H", "H", "H", "H", "H", "H", "H", "H", "H", "H", "H", "H", "H", "H", "H", "H", "H", "H", "H", "H", "H", "H", "H", "H", "H", "H", "H", "H", "H", "H", "H", "C", "C", "O", "S", "O", "O", "O", "H", "H", "H", "H", "C", "C", "O", "S", "O", "O", "O", "H", "H", "H", "H"],
  "positions_angstrom": [[-3.949, 4.586, 3.803], [-3.730, 3.231, 3.109], [-2.614, 2.468, 3.801], [-2.133, 1.321, 3.044], [-1.418, 1.721, 1.977], [-0.942, 0.880, 1.113], [-0.097, 1.408, 0.130], [1.299, 0.958, 0.349], [2.053, 2.045, 1.115], [1.312, 2.312, 2.297], [2.255, 3.332, 0.321], [3.664, 3.930, 0.444], [1.314, -0.501, 0.962], [1.680, -0.542, 2.560], [2.976, -0.212, 2.879], [0.688, -0.906, 3.719], [0.481, 0.279, 4.707], [2.563, -1.515, 0.097], [2.828, -2.656, 0.929], [2.138, -1.643, -1.270], [4.228, -0.658, -0.059], [4.913, -0.785, 1.067], [4.065, 0.652, -0.336], [5.030, -1.311, -1.227], [4.589, -0.803, -2.381], [4.855, -2.635, -1.222], [6.556, -1.017, -1.118], [7.113, -1.210, -2.295], [6.761, 0.244, -0.750], [7.120, -1.813, -0.235], [-0.036, -1.235, 0.606], [-0.177, -2.692, 1.101], [0.053, -3.858, 0.127], [-0.985, -3.874, -1.326], [-2.419, -3.639, -1.044], [-0.599, -5.284, -1.934], [-0.999, -5.588, -3.294], [-0.842, -7.080, -3.510], [-0.347, -2.796, -2.305], [-1.180, -2.043, -3.208], [-0.268, -1.055, -3.926], [-1.185, -0.464, 1.198], [-2.529, -0.942, 0.736], [-3.488, 0.182, 0.409], [-4.270, 0.608, 1.147], [-3.330, 0.933, -1.359], [-4.789, 4.542, 4.500], [-4.178, 5.360, 3.071], [-3.068, 4.918, 4.356], [-3.506, 3.373, 2.048], [-4.642, 2.635, 3.167], [-2.940, 2.029, 4.745], [-1.755, 3.115, 4.028], [-1.201, 2.710, 1.864], [-0.434, 1.060, -0.767], [1.757, 0.933, -0.642], [3.021, 1.667, 1.439], [2.021, 3.156, -0.733], [1.511, 4.054, 0.672], [3.721, 4.676, 1.240], [3.940, 4.444, -0.479], [4.422, 3.165, 0.625], [3.033, 0.483, 3.548], [1.183, -1.707, 4.281], [-0.275, -1.285, 3.388], [-0.484, 0.182, 5.208], [1.242, 0.260, 5.490], [0.515, 1.254, 4.221], [-0.145, -1.242, -0.488], [-1.201, -2.804, 1.470], [0.458, -2.873, 1.971], [-0.240, -4.766, 0.666], [1.090, -4.004, -0.175], [-0.357, -5.022, -3.975], [-2.043, -5.290, -3.434], [-1.698, -7.627, -3.107], [-0.818, -7.281, -4.586], [0.072, -7.450, -3.046], [-1.982, -1.529, -2.679], [-1.645, -2.701, -3.947], [-0.092, -0.156, -3.327], [0.707, -1.536, -4.052], [-0.658, -0.799, -4.909], [-3.028, -1.512, 1.525], [-2.399, -1.611, -0.121], [-3.801, -3.232, -8.132], [-3.854, -4.255, -7.014], [-3.464, -3.501, -5.850], [-4.004, -2.002, -5.971], [-5.220, -1.861, -5.258], [-2.913, -1.128, -5.708], [-4.321, -2.035, -7.526], [-2.779, -3.042, -8.464], [-4.425, -3.492, -8.981], [-3.155, -5.074, -7.150], [-4.861, -4.643, -6.861], [2.329, 6.517, 3.381], [1.840, 5.280, 4.110], [0.765, 5.769, 4.924], [0.008, 6.968, 4.182], [-1.162, 6.480, 3.537], [-0.069, 8.065, 5.071], [1.121, 7.227, 3.070], [2.957, 7.145, 4.015], [2.849, 6.292, 2.454], [2.592, 4.835, 4.754], [1.452, 4.530, 3.417]],
  "atomic_forces_ev_per_a": [[-0.2, 0.1, 0.0], [-0.1, 0.0, 0.3], [0.0, 0.2, 0.2], [-0.1, -0.2, 0.2], [0.0, 0.0, -0.6], [-0.3, 0.0, 0.2], [0.2, -0.1, 0.3], [0.0, -0.1, -0.2], [0.2, -0.1, -0.2], [0.2, 0.0, 0.0], [-0.2, 0.1, 0.0], [-0.1, 0.2, -0.1], [0.1, 0.0, 0.4], [0.0, -0.1, 0.2], [-0.3, 0.8, -0.6], [-0.1, 0.4, 0.1], [0.0, -0.3, 0.2], [0.0, -0.4, -0.1], [-0.1, 0.3, -0.1], [0.0, 0.1, 0.2], [0.0, -0.1, 0.0], [0.1, 0.0, 0.2], [-0.1, 0.1, 0.0], [0.0, 0.3, 0.1], [0.0, 0.1, -0.2], [0.0, -0.2, 0.0], [-0.2, 0.0, 0.0], [0.2, -0.1, -0.5], [0.0, 0.4, 0.1], [0.2, -0.4, 0.4], [-0.1, -0.3, -0.4], [0.0, -0.3, 0.3], [0.1, -0.1, 0.1], [-0.3, -0.1, 0.2], [0.3, 0.1, -0.1], [-0.2, 0.1, -0.1], [0.0, -0.3, 0.0], [-0.3, 0.0, -0.2], [-0.3, 0.0, 0.1], [0.2, 0.4, -0.8], [0.4, -0.3, 0.3], [0.3, 0.6, -0.9], [0.0, -0.6, 0.6], [1.4, -0.7, -0.9], [-1.7, 0.8, 1.5], [0.3, 0.1, -0.5], [0.1, 0.0, 0.0], [0.0, 0.0, 0.1], [0.0, 0.0, -0.1], [0.1, 0.0, 0.1], [0.1, 0.0, -0.2], [0.0, 0.0, -0.1], [0.0, -0.1, -0.1], [-0.1, 0.0, 0.1], [0.0, 0.1, 0.0], [-0.1, -0.1, 0.0], [-0.2, 0.0, 0.1], [0.0, -0.1, 0.1], [0.0, -0.1, -0.1], [0.1, -0.2, 0.0], [0.0, 0.0, 0.1], [0.0, 0.0, 0.0], [0.1, -0.6, 0.4], [-0.1, -0.1, -0.1], [0.0, 0.1, 0.0], [0.1, 0.0, 0.0], [0.0, 0.1, -0.1], [-0.1, 0.0, 0.0], [0.1, 0.1, 0.1], [0.1, 0.0, 0.0], [0.0, 0.1, -0.1], [0.1, 0.1, -0.1], [0.0, 0.2, 0.0], [0.0, 0.0, 0.1], [0.1, 0.1, 0.0], [0.2, 0.0, 0.1], [0.1, 0.0, 0.1], [0.0, 0.1, -0.1], [0.0, -0.1, 0.2], [0.1, -0.1, 0.2], [-0.1, 0.0, -0.1], [-0.1, 0.1, -0.1], [-0.1, 0.2, 0.2], [0.2, 0.1, 0.0], [0.0, 0.1, 0.0], [0.2, -0.1, 0.0], [-0.2, -0.1, 0.0], [0.1, 0.0, -0.1], [-0.1, 0.0, 0.1], [0.0, 0.1, 0.0], [0.0, 0.0, 0.0], [-0.1, 0.0, 0.0], [0.0, 0.0, 0.0], [-0.1, 0.1, 0.0], [0.1, 0.0, 0.1], [0.0, 0.0, 0.0], [0.2, 0.1, 0.2], [0.0, -0.1, -0.2], [0.0, 0.0, 0.0], [0.0, 0.2, 0.1], [0.1, -0.1, -0.1], [0.0, 0.0, 0.0], [-0.1, -0.1, -0.1], [0.0, 0.0, 0.0], [-0.1, 0.1, -0.1], [-0.1, 0.1, 0.1], [0.0, 0.0, 0.0]],
  "molar_mass_da": 1039.55,
  "charge": 1,
  "homo_lumo_gap_ev": 9.62,
  "e_lumo_ev": -3.07,
  "homo_energy_ev": -12.697
}


{
  "formula": "C11H17P",
  "method": "ωB97M-V with the def2-TZVPD basis set",
  "species": ["C", "C", "P", "C", "C", "C", "C", "C", "C", "C", "C", "C", "H", "H", "H", "H", "H", "H", "H", "H", "H", "H", "H", "H", "H", "H", "H", "H", "H"],
  "positions_angstrom": [[-2.551, -0.021, -2.137], [-1.570, -0.156, -1.033], [-2.168, -0.013, 0.606], [-0.690, 0.408, 1.642], [-1.231, 0.156, 3.121], [0.583, 0.843, 1.449], [1.385, 1.374, 2.627], [1.292, 1.004, 0.124], [0.960, -0.103, -0.877], [2.248, -0.622, -1.484], [-0.205, -0.625, -1.332], [-0.177, -1.746, -2.386], [-3.077, -0.919, -2.369], [-2.174, 0.366, -3.111], [-3.476, 0.630, -1.896], [-1.748, -0.844, 3.092], [-1.997, 0.899, 3.545], [-0.365, 0.098, 3.934], [0.612, 1.912, 3.266], [2.226, 1.961, 2.295], [1.762, 0.502, 3.099], [2.315, 1.003, 0.462], [1.046, 1.966, -0.338], [2.713, 0.361, -1.653], [2.166, -1.322, -2.290], [2.733, -1.025, -0.616], [0.221, -2.647, -1.865], [0.427, -1.456, -3.121], [-1.258, -1.986, -2.754]],
  "atomic_forces_ev_per_a": [[-2.3, 1.5, -0.7], [-0.1, 0.1, 2.7], [1.7, 1.0, -2.0], [-0.4, -0.9, 1.6], [1.0, 0.0, 1.2], [-1.6, 0.5, -0.3], [-2.3, 0.2, -0.2], [-2.2, -0.6, 0.1], [-0.1, -1.0, -0.7], [-0.6, 1.7, 1.5], [-0.1, 1.2, -0.2], [-3.8, -1.5, 3.5], [0.0, -1.2, -0.3], [0.2, -0.2, 0.8], [1.8, -0.6, 0.0], [0.5, 0.9, 0.3], [1.1, -0.8, -0.9], [-1.8, 0.0, -1.8], [1.7, -0.4, -0.4], [0.0, 0.5, 0.1], [0.5, -0.6, 1.1], [0.7, -0.1, -0.9], [0.2, 0.2, 0.2], [0.7, -0.8, -0.9], [0.3, 0.0, -0.4], [0.9, -0.7, 0.2], [-0.3, 0.4, -0.6], [2.2, 0.7, -3.4], [2.2, 0.4, 0.5]],
  "molar_mass_da": 180.23,
  "homo_lumo_gap_ev": 7.46,
  "e_lumo_ev": 0.11,
  "homo_energy_ev": -7.351
}


{
  "formula": "C4H7NO",
  "method": "ωB97M-V with the def2-TZVPD basis set",
  "species": ["C", "N", "C", "C", "C", "O", "H", "H", "H", "H", "H", "H", "H"],
  "positions_angstrom": [[1.742, 1.101, 0.129], [0.547, 1.211, -0.267], [-0.365, 0.138, -0.212], [0.040, -1.283, -0.598], [-1.649, 0.313, 0.782], [-1.650, 0.419, -0.665], [2.320, 1.965, 0.063], [2.383, 0.333, 0.570], [0.446, -1.360, -1.747], [-0.785, -1.875, -0.523], [0.757, -1.751, 0.051], [-2.123, -0.551, 1.066], [-1.662, 1.341, 1.352]],
  "atomic_forces_ev_per_a": [[-0.2, -0.2, 0.0], [0.1, -0.3, 0.3], [-1.9, -1.4, 1.8], [2.8, 1.6, -2.5], [3.9, 3.5, -2.5], [-0.5, 1.0, 0.2], [0.9, 1.8, -0.3], [-1.0, -1.0, -0.1], [-1.0, 0.4, 2.8], [-2.5, -1.6, -0.1], [0.7, 0.2, 0.3], [-1.0, -1.7, 1.3], [-0.3, -2.3, -1.1]],
  "molar_mass_da": 85.11,
  "homo_lumo_gap_ev": 10.48,
  "e_lumo_ev": 0.99,
  "homo_energy_ev": -9.492
}


{
  "formula": "C4H6N2O",
  "method": "ωB97M-V with the def2-TZVPD basis set",
  "species": ["C", "O", "C", "C", "N", "C", "N", "H", "H", "H", "H", "H", "H"],
  "positions_angstrom": [[0.609, -1.570, -0.979], [1.329, -0.454, -0.487], [0.561, 0.575, 0.033], [0.027, 0.471, 1.451], [-1.150, 0.968, 1.539], [-1.476, 1.276, 0.176], [-0.608, 1.012, -0.721], [-0.006, -2.044, -0.201], [1.364, -2.283, -1.319], [-0.027, -1.281, -1.822], [1.222, 1.456, 0.049], [0.594, 0.139, 2.318], [-2.438, 1.733, -0.037]],
  "atomic_forces_ev_per_a": [[-0.1, -0.2, -0.1], [0.0, 0.1, 0.0], [0.0, 0.1, 0.1], [-0.1, 0.1, 0.1], [0.3, -0.2, -0.1], [0.0, 0.0, -0.3], [-0.1, 0.1, 0.2], [0.1, 0.1, -0.1], [-0.2, 0.1, 0.1], [0.1, -0.1, 0.1], [0.0, 0.0, 0.1], [-0.1, 0.0, -0.1], [0.1, -0.1, 0.0]],
  "molar_mass_da": 98.10,
  "homo_lumo_gap_ev": 10.28,
  "e_lumo_ev": 0.19,
  "homo_energy_ev": -10.093
}


{
  "formula": "C5H10FN",
  "method": "ωB97M-V with the def2-TZVPD basis set",
  "species": ["C", "C", "C", "C", "C", "H", "H", "H", "H", "H", "H", "H", "H", "H", "H", "N", "F"],
  "positions_angstrom": [[0.807, -1.510, -0.497], [0.001, -0.234, -0.498], [-1.024, -0.057, 0.745], [-0.589, 1.180, 1.174], [0.622, 1.077, 0.392], [1.721, -1.828, 0.389], [1.416, -1.427, -1.516], [0.083, -2.423, -0.458], [-1.359, 0.530, -2.129], [0.320, 0.124, -2.413], [-0.532, -0.625, 1.523], [-2.085, -0.453, 0.954], [-0.930, 2.114, 0.667], [1.297, 0.732, 1.182], [1.273, 1.747, -0.363], [-0.398, -0.152, -1.827], [-0.623, 1.206, 2.673]],
  "atomic_forces_ev_per_a": [[3.1, -2.6, 0.6], [0.0, 1.3, 5.0], [-2.8, -5.8, -0.8], [-1.6, 6.4, 0.6], [5.7, -2.0, -2.6], [-2.9, 1.6, -2.3], [-1.2, -0.9, 2.1], [1.4, 1.6, -0.6], [3.9, -2.5, 1.6], [1.7, 0.6, -1.4], [0.4, -1.0, 0.0], [1.0, 0.9, -1.2], [-1.7, -0.2, 1.7], [0.9, -0.5, -0.7], [-2.1, -0.3, 2.2], [-6.6, 2.9, -1.4], [0.7, 0.7, -2.8]],
  "molar_mass_da": 103.14,
  "homo_lumo_gap_ev": 9.93,
  "e_lumo_ev": 0.85,
  "homo_energy_ev": -9.083
}


{
  "formula": "C18H14ClMnN3O2",
  "method": "ωB97M-V with the def2-TZVPD basis set",
  "species": ["Cl", "C", "C", "C", "H", "C", "C", "H", "H", "H", "C", "Mn", "C", "O", "C", "O", "H", "H", "H", "N", "C", "C", "C", "C", "C", "C", "C", "N", "C", "C", "N", "C", "H", "H", "H", "H", "H", "H", "H"],
  "positions_angstrom": [[4.555, -0.368, -0.676], [1.196, -1.335, -3.230], [0.467, -2.406, -2.606], [1.398, -3.237, -1.891], [-0.587, -2.630, -2.735], [2.737, -2.735, -2.140], [2.596, -1.529, -2.938], [3.431, -0.955, -3.337], [0.778, -0.570, -3.883], [1.174, -4.164, -1.365], [3.991, -3.454, -1.784], [1.558, -1.341, -1.150], [1.542, -2.003, 0.552], [1.083, -2.225, 1.609], [2.787, 0.047, -0.580], [2.516, 1.160, -0.191], [3.843, -4.082, -0.897], [4.807, -2.756, -1.579], [4.324, -4.105, -2.605], [-4.125, 5.202, 5.242], [-3.678, 4.496, 4.422], [-3.135, 3.622, 3.416], [-1.827, 3.813, 2.940], [-1.287, 2.932, 1.997], [-2.091, 1.906, 1.486], [-3.411, 1.730, 1.921], [-3.923, 2.577, 2.912], [-1.572, 1.026, 0.507], [-2.325, 0.186, -0.318], [-1.449, -0.549, -1.047], [-0.135, -0.231, -0.660], [-0.258, 0.756, 0.245], [-1.226, 4.645, 3.311], [-0.263, 3.053, 1.640], [-4.030, 0.923, 1.524], [-4.938, 2.423, 3.288], [-3.399, 0.184, -0.327], [-1.668, -1.285, -1.804], [0.547, 1.276, 0.732]],
  "atomic_forces_ev_per_a": [[-0.8, 0.1, 0.3], [0.6, -1.2, -0.3], [0.8, -1.0, -0.6], [-0.4, -0.5, -1.6], [0.2, 0.2, 0.3], [0.0, -0.3, -1.5], [-0.1, -1.0, -0.7], [-0.3, 0.0, 0.3], [0.1, 0.0, 0.4], [0.0, 0.3, -0.1], [0.3, 0.2, 0.6], [-2.4, 3.9, -0.2], [-3.2, -2.4, 9.1], [3.0, 1.0, -5.5], [2.1, 4.0, 1.1], [0.1, -2.9, -1.0], [0.0, 0.1, -0.2], [-0.2, -0.2, -0.1], [-0.4, 0.2, 0.0], [1.1, -1.7, -1.9], [-1.0, 1.6, 1.8], [0.2, -0.3, -0.4], [0.2, -0.3, -0.2], [-0.5, 0.0, 0.1], [-0.5, 1.0, 0.9], [0.2, 0.2, 0.3], [0.2, -0.2, -0.3], [1.4, -1.6, -1.5], [0.7, 0.2, 0.0], [0.0, 0.0, 0.5], [-0.2, 0.1, -0.3], [-1.3, 0.0, 0.5], [-0.2, -0.3, -0.1], [-0.3, 0.2, 0.1], [0.2, 0.3, 0.3], [0.4, 0.1, -0.2], [0.0, 0.1, -0.1], [-0.1, 0.2, 0.2], [0.0, -0.1, 0.0]],
  "molar_mass_da": 394.72,
  "charge": 2,
  "homo_lumo_gap_ev": [4.99, 3.93],
  "spin_multiplicity": 4,
  "e_lumo_ev": [-9.53, -10.57],
  "homo_energy_ev": [-14.521, -14.506]
}